Below is 2 unconnected molecules or ions with the total composition C5H9NO, with properties calculated with ωB97M-V with the def2-TZVPD basis set.

Each atom is followed by the atoms it is bonded to, with distances in Å.
Geometry (Å):
1 C 0.661 0.505 -1.749  N2 1.292, H9 1.083, H10 1.082
2 N 0.689 0.016 -0.553  C1 1.292, C3 1.328, C4 1.459
3 C 1.191 -0.220 0.653  N2 1.328, C4 1.491, H12 1.081
4 C -0.120 -0.840 0.308  N2 1.459, C3 1.491, C5 1.511, H13 1.092
5 C -1.453 -0.297 0.768  C4 1.511, O6 1.213, C7 1.513
6 O -2.375 -1.067 0.932  C5 1.213
7 C -1.559 1.170 1.125  C5 1.513, H14 1.092, H15 1.097, H16 1.093
8 H 2.567 -2.053 -1.423  H11 0.749
9 H 1.430 1.207 -2.044  C1 1.083
10 H -0.108 0.174 -2.435  C1 1.082
11 H 2.524 -1.797 -0.721  H8 0.749
12 H 1.492 0.518 1.383  C3 1.081
13 H -0.162 -1.900 0.047  C4 1.092
14 H -2.604 1.476 1.049  C7 1.092
15 H -1.241 1.302 2.166  C7 1.097
16 H -0.932 1.807 0.495  C7 1.093

Values from the calculation:
HOMO level (spin up / spin down) = -7.8892 / -7.8900 eV
frontier orbital gap (spin up / spin down) = 0.3092 / 0.3092 hartree
LUMO energy (spin up / spin down) = 0.52 / 0.52 eV

Mulliken population analysis, charges in e, atoms 1 to 8: number 1, C, carries -0.45; number 2, N, carries 0.14; number 3, C, carries -0.77; number 4, C, carries 0.17; number 5, C, carries 0.51; number 6, O, carries -0.56; number 7, C, carries -1.08; number 8, H, carries 0.12

=====

Below is 2 unconnected molecules or ions with the total composition C4H11N2O at a distorted geometry, with properties calculated with ωB97M-V with the def2-TZVPD basis set.

Each atom is followed by the atoms it is bonded to, with distances in Å.
Geometry (Å):
1 C 2.487 -0.674 0.425  C2 1.562, C3 1.567, H8 1.124, H9 1.024
2 C 1.759 -0.700 -0.956  C1 1.562, N6 1.524, H10 1.092, H11 1.109
3 C 1.612 0.578 0.774  C1 1.567, N6 1.429, H12 1.074, H13 1.102
4 C -2.980 -0.297 0.019  N5 1.325, O7 1.204, H14 1.058
5 N -4.070 0.398 0.310  C4 1.325, H15 0.978, H16 0.966
6 N 1.224 0.680 -0.597  C2 1.524, C3 1.429, H17 0.988, H18 1.031
7 O -1.861 0.093 -0.199  C4 1.204
8 H 2.576 -1.647 0.980  C1 1.124
9 H 3.451 -0.332 0.474  C1 1.024
10 H 2.441 -0.849 -1.795  C2 1.092
11 H 0.871 -1.357 -1.063  C2 1.109
12 H 0.841 0.267 1.454  C3 1.074
13 H 2.134 1.482 1.128  C3 1.102
14 H -3.134 -1.331 0.180  C4 1.058
15 H -4.965 0.074 0.533  N5 0.978
16 H -4.092 1.354 0.176  N5 0.966
17 H 1.497 1.407 -1.207  N6 0.988
18 H 0.209 0.855 -0.636  N6 1.031

Values from the calculation:
HOMO level = -13.7381 eV
frontier orbital gap = 0.4001 hartree
total charge = +1
LUMO energy = -2.85 eV

Mulliken population analysis, charges in e, atoms 1 to 8: number 1, C, carries -0.47; number 2, C, carries -0.41; number 3, C, carries -0.50; number 4, C, carries 0.08; number 5, N, carries -0.28; number 6, N, carries 0.02; number 7, O, carries -0.60; number 8, H, carries 0.32

=====

Below is 5 unconnected molecules or ions with the total composition C39H70FNO15S2, with properties calculated with ωB97M-V with the def2-TZVPD basis set.

Each atom is followed by the atoms it is bonded to, with distances in Å.
Geometry (Å):
1 C 4.951 -5.021 -2.311  C2 1.520, H23 1.091, H24 1.092, H25 1.090
2 C 3.639 -5.407 -1.648  C1 1.520, O3 1.426, C4 1.531, H26 1.097
3 O 3.715 -6.692 -1.035  C2 1.426, H27 0.962
4 C 3.235 -4.416 -0.553  C2 1.531, C5 1.505, H28 1.093, H29 1.090
5 C 2.607 -3.172 -1.123  C4 1.505, C6 1.393, C14 1.393
6 C 3.378 -2.022 -1.278  C5 1.393, C7 1.376, H30 1.083
7 C 2.833 -0.882 -1.822  C6 1.376, C8 1.388, H31 1.080
8 C 1.502 -0.886 -2.216  C7 1.388, S9 1.744, C13 1.402
9 S 0.908 0.614 -2.878  C8 1.744, O10 1.418, O11 1.423, F12 1.584
10 O 1.985 1.467 -3.229  S9 1.418
11 O -0.218 1.075 -2.141  S9 1.423
12 F 0.311 0.087 -4.247  S9 1.584
13 C 0.684 -2.012 -2.049  C8 1.402, C14 1.396, N22 1.395
14 C 1.264 -3.154 -1.494  C5 1.393, C13 1.396, S15 1.767
15 S 0.264 -4.573 -1.162  C14 1.767, C16 1.761
16 C -0.903 -4.415 -2.472  S15 1.761, C17 1.379, C21 1.394
17 C -1.497 -5.540 -3.005  C16 1.379, C18 1.386, H32 1.082
18 C -2.485 -5.416 -3.970  C17 1.386, C19 1.392, H33 1.082
19 C -2.843 -4.149 -4.425  C18 1.392, C20 1.378, H34 1.083
20 C -2.232 -3.026 -3.911  C19 1.378, C21 1.386, H35 1.084
21 C -1.268 -3.147 -2.922  C16 1.394, C20 1.386, N22 1.411
22 N -0.675 -1.994 -2.365  C13 1.395, C21 1.411, H36 1.008
23 H 4.946 -3.966 -2.587  C1 1.091
24 H 5.107 -5.604 -3.221  C1 1.092
25 H 5.785 -5.228 -1.638  C1 1.090
26 H 2.851 -5.412 -2.411  C2 1.097
27 H 3.735 -7.359 -1.729  O3 0.962
28 H 4.117 -4.119 0.018  C4 1.093
29 H 2.557 -4.927 0.130  C4 1.090
30 H 4.412 -2.032 -0.956  C6 1.083
31 H 3.438 0.003 -1.950  C7 1.080
32 H -1.209 -6.517 -2.641  C17 1.082
33 H -2.978 -6.299 -4.355  C18 1.082
34 H -3.608 -4.042 -5.184  C19 1.083
35 H -2.510 -2.043 -4.273  C20 1.084
36 H -0.965 -1.169 -2.866  N22 1.008
37 C -1.832 4.128 -0.160  O38 1.410, H46 1.096, H47 1.089, H48 1.097
38 O -2.070 3.280 0.940  C37 1.410, C39 1.416
39 C -1.343 2.069 0.839  O38 1.416, C40 1.511, H49 1.097, H50 1.097
40 C -1.442 1.290 2.129  C39 1.511, O41 1.421, H51 1.092, H52 1.093
41 O -0.537 1.730 3.133  C40 1.421, C42 1.417
42 C -0.905 2.906 3.834  O41 1.417, C43 1.512, H53 1.093, H54 1.092
43 C -1.935 2.678 4.916  C42 1.512, O44 1.415, H55 1.100, H56 1.098
44 O -3.239 2.634 4.367  C43 1.415, C45 1.407
45 C -4.194 2.223 5.316  O44 1.407, H57 1.097, H58 1.088, H59 1.097
46 H -2.110 3.648 -1.105  C37 1.096
47 H -2.441 5.020 -0.022  C37 1.089
48 H -0.777 4.423 -0.207  C37 1.097
49 H -0.288 2.279 0.622  C39 1.097
50 H -1.751 1.467 0.016  C39 1.097
51 H -1.155 0.257 1.921  C40 1.092
52 H -2.471 1.294 2.497  C40 1.093
53 H -1.245 3.685 3.147  C42 1.093
54 H 0.012 3.249 4.317  C42 1.092
55 H -1.877 3.499 5.647  C43 1.100
56 H -1.712 1.736 5.433  C43 1.098
57 H -3.993 1.202 5.664  C45 1.097
58 H -5.168 2.246 4.832  C45 1.088
59 H -4.210 2.894 6.183  C45 1.097
60 C 7.623 -3.368 3.905  O61 1.409, H69 1.097, H70 1.088, H71 1.096
61 O 8.133 -3.215 2.601  C60 1.409, C62 1.414
62 C 7.196 -3.614 1.620  O61 1.414, C63 1.511, H72 1.099, H73 1.100
63 C 7.690 -3.256 0.237  C62 1.511, O64 1.420, H74 1.091, H75 1.092
64 O 7.445 -1.905 -0.126  C63 1.420, C65 1.420
65 C 8.338 -0.942 0.414  O64 1.420, C66 1.511, H76 1.092, H77 1.092
66 C 9.659 -0.864 -0.315  C65 1.511, O67 1.415, H78 1.100, H79 1.098
67 O 10.530 -1.890 0.121  C66 1.415, C68 1.408
68 C 11.688 -1.970 -0.676  O67 1.408, H80 1.096, H81 1.088, H82 1.097
69 H 7.345 -4.410 4.104  C60 1.097
70 H 8.407 -3.074 4.600  C60 1.088
71 H 6.746 -2.730 4.066  C60 1.096
72 H 6.232 -3.119 1.797  C62 1.099
73 H 7.047 -4.702 1.679  C62 1.100
74 H 7.119 -3.847 -0.482  C63 1.091
75 H 8.746 -3.514 0.126  C63 1.092
76 H 8.502 -1.112 1.480  C65 1.092
77 H 7.831 0.017 0.292  C65 1.092
78 H 10.121 0.115 -0.120  C66 1.100
79 H 9.481 -0.955 -1.395  C66 1.098
80 H 11.439 -2.226 -1.713  C68 1.096
81 H 12.319 -2.753 -0.261  C68 1.088
82 H 12.243 -1.025 -0.669  C68 1.097
83 C 0.423 12.083 0.430  O84 1.408, H92 1.097, H93 1.088, H94 1.097
84 O -0.613 11.198 0.784  C83 1.408, C85 1.415
85 C -1.354 10.777 -0.345  O84 1.415, C86 1.512, H95 1.098, H96 1.100
86 C -2.325 9.682 0.032  C85 1.512, O87 1.418, H97 1.092, H98 1.092
87 O -1.735 8.394 0.101  C86 1.418, C88 1.420
88 C -1.006 8.103 1.284  O87 1.420, C89 1.512, H99 1.092, H100 1.092
89 C -1.880 7.741 2.463  C88 1.512, O90 1.416, H101 1.100, H102 1.098
90 O -2.377 8.907 3.095  C89 1.416, C91 1.408
91 C -3.351 8.599 4.064  O90 1.408, H103 1.096, H104 1.088, H105 1.097
92 H 0.031 12.976 -0.072  C83 1.097
93 H 0.924 12.386 1.347  C83 1.088
94 H 1.152 11.598 -0.231  C83 1.097
95 H -0.675 10.403 -1.123  C85 1.098
96 H -1.915 11.631 -0.753  C85 1.100
97 H -3.072 9.612 -0.761  C86 1.092
98 H -2.836 9.933 0.965  C86 1.092
99 H -0.328 8.921 1.540  C88 1.092
100 H -0.405 7.225 1.038  C88 1.092
101 H -1.288 7.161 3.186  C89 1.100
102 H -2.713 7.117 2.115  C89 1.098
103 H -4.226 8.121 3.610  C91 1.096
104 H -3.659 9.534 4.529  C91 1.088
105 H -2.947 7.934 4.837  C91 1.097
106 C -9.539 -6.618 -2.199  O107 1.408, H115 1.097, H116 1.088, H117 1.097
107 O -8.481 -5.884 -1.631  C106 1.408, C108 1.415
108 C -7.272 -6.618 -1.628  O107 1.415, C109 1.512, H118 1.098, H119 1.100
109 C -6.116 -5.744 -1.197  C108 1.512, O110 1.419, H120 1.092, H121 1.092
110 O -5.592 -4.931 -2.236  C109 1.419, C111 1.418
111 C -6.340 -3.772 -2.566  O110 1.418, C112 1.512, H122 1.093, H123 1.092
112 C -6.181 -2.642 -1.574  C111 1.512, O113 1.415, H124 1.100, H125 1.098
113 O -7.027 -2.832 -0.456  C112 1.415, C114 1.409
114 C -6.750 -1.909 0.571  O113 1.409, H126 1.096, H127 1.088, H128 1.097
115 H -9.711 -7.555 -1.655  C106 1.097
116 H -10.436 -6.005 -2.137  C106 1.088
117 H -9.340 -6.853 -3.252  C106 1.097
118 H -7.070 -7.014 -2.632  C108 1.098
119 H -7.362 -7.465 -0.932  C108 1.100
120 H -5.293 -6.401 -0.909  C109 1.092
121 H -6.395 -5.144 -0.328  C109 1.092
122 H -7.396 -4.009 -2.714  C111 1.093
123 H -5.928 -3.433 -3.519  C111 1.092
124 H -6.437 -1.692 -2.067  C112 1.100
125 H -5.133 -2.594 -1.251  C112 1.098
126 H -5.730 -2.035 0.954  C114 1.096
127 H -7.457 -2.093 1.377  C114 1.088
128 H -6.870 -0.876 0.222  C114 1.097

Values from the calculation:
HOMO level = -7.8873 eV
structure (SMILES) = C[C@@H](O)Cc1ccc(S(=O)(=O)F)c2c1Sc1ccccc1N2.COCCOCCOC.COCCOCCOC.COCCOCCOC.COCCOCCOC
frontier orbital gap = 0.3043 hartree
LUMO energy = 0.39 eV

Mulliken population analysis, charges in e, atoms 1 to 8: number 1, C, carries -1.37; number 2, C, carries 0.64; number 3, O, carries -0.59; number 4, C, carries -1.42; number 5, C, carries -0.04; number 6, C, carries -0.70; number 7, C, carries -1.14; number 8, C, carries 0.37